ORCA calculation (the ωB97M-V functional and the def2-TZVPD basis) on 14 unconnected molecules or ions with the total composition C60H162N14O16 in a non-equilibrium geometry.

Geometry as XYZ:
```
252
Properties=species:S:1:pos:R:3:forces:R:3
C -3.593 -4.124 -0.304 0.74 -1.13 -0.27
O -4.409 -4.002 -1.447 -0.25 0.53 0.11
C -4.746 -5.228 -2.093 0.47 0.10 -0.01
C -3.525 -5.919 -2.720 -0.71 -0.27 -0.83
N -2.752 -5.144 -3.675 0.03 0.40 1.20
C -3.387 -4.853 -4.943 0.28 -0.45 -0.40
C -2.320 -4.644 -6.030 -1.38 0.71 -0.10
O -1.714 -5.856 -6.408 0.05 0.67 -0.27
C -1.009 -5.662 -7.637 0.08 -0.87 0.83
H -3.502 -3.198 0.258 -0.51 0.14 -0.13
H -2.567 -4.414 -0.569 0.08 0.12 -0.13
H -3.917 -4.951 0.335 -0.36 0.19 0.17
H -5.491 -4.968 -2.846 0.03 0.07 -0.01
H -5.209 -5.914 -1.375 -0.06 -0.02 0.07
H -3.888 -6.751 -3.334 -0.08 -0.43 0.67
H -2.898 -6.268 -1.898 0.22 -0.20 -0.25
H -2.612 -4.254 -3.203 0.57 0.23 -0.43
H -4.103 -4.026 -4.858 0.29 0.36 -0.34
H -4.000 -5.681 -5.317 0.13 -0.29 0.36
H -1.622 -3.848 -5.740 0.37 -0.33 0.19
H -2.856 -4.240 -6.905 0.01 0.05 -0.07
H -0.212 -4.928 -7.508 0.06 0.09 -0.15
H -1.665 -5.370 -8.460 -0.13 0.09 0.05
H -0.584 -6.645 -7.837 0.17 0.16 -0.29
C 0.610 -1.980 4.504 -0.17 0.04 0.54
O 0.608 -2.328 3.146 -0.42 0.08 0.19
C 0.787 -3.707 2.849 0.14 0.07 -0.02
C 2.285 -4.011 2.757 -0.06 0.25 0.95
N 2.606 -5.417 2.711 -0.74 -0.12 -1.41
C 2.208 -5.949 1.399 -0.47 -0.93 0.14
C 2.902 -7.287 1.159 -0.17 0.16 -0.23
O 2.549 -7.770 -0.123 -0.52 0.26 -0.14
C 3.080 -9.021 -0.483 0.47 -0.12 0.42
H 0.016 -2.661 5.128 0.01 -0.27 -0.23
H 0.118 -1.011 4.606 0.25 0.13 -0.13
H 1.614 -1.938 4.935 0.05 0.09 -0.09
H 0.271 -3.834 1.894 0.14 -0.26 -0.06
H 0.255 -4.309 3.589 0.26 -0.15 0.07
H 2.768 -3.647 3.670 -0.11 0.37 -0.09
H 2.653 -3.416 1.911 0.24 -0.10 -0.03
H 3.594 -5.571 2.885 0.10 0.24 -0.22
H 2.304 -5.306 0.511 0.85 0.38 0.20
H 1.123 -6.095 1.380 -0.04 -0.34 0.32
H 2.587 -7.985 1.940 0.08 -0.11 0.05
H 3.990 -7.160 1.207 0.11 0.04 0.17
H 2.300 -9.719 -0.788 -0.14 0.16 -0.08
H 3.609 -9.479 0.360 0.00 -0.03 0.00
H 3.803 -8.903 -1.294 -0.04 -0.02 -0.09
C -0.018 2.482 -4.278 -0.24 -0.85 0.04
C 0.015 3.730 -3.384 0.75 0.35 -1.47
C -0.705 3.572 -2.082 -0.49 -0.92 0.75
O -2.108 3.507 -2.292 -0.16 0.37 -0.28
C -2.760 3.054 -1.128 0.31 -0.88 -0.15
N 1.424 4.099 -3.147 0.10 -0.76 0.36
H -1.013 2.130 -4.565 -0.11 0.41 -0.08
H 0.433 1.593 -3.817 0.06 0.24 0.53
H 0.600 2.596 -5.170 -0.26 0.43 -0.14
H -0.421 4.554 -3.954 -0.22 0.03 0.20
H -0.474 4.315 -1.311 0.14 0.42 -0.34
H -0.383 2.617 -1.632 0.06 -0.13 0.03
H -2.415 2.023 -0.964 0.16 0.12 0.54
H -3.836 2.933 -1.249 -0.01 0.59 -0.42
H -2.537 3.701 -0.278 -0.04 -0.17 0.14
H 1.850 4.469 -3.990 -0.27 0.21 -0.07
H 1.924 3.219 -3.019 0.25 0.14 0.24
C 0.612 -1.659 -7.047 -0.48 -1.22 2.25
C 1.867 -2.419 -6.582 0.91 1.00 -0.58
C 1.744 -3.352 -5.390 -1.97 -0.59 -0.63
O 1.298 -2.566 -4.312 1.03 0.54 0.06
C 1.027 -3.287 -3.132 -0.83 0.08 0.00
N 2.403 -3.085 -7.783 0.81 -0.79 0.40
H 0.775 -0.887 -7.790 0.09 -0.16 -0.15
H 0.132 -1.265 -6.145 0.22 0.62 -0.12
H -0.115 -2.430 -7.314 0.05 0.14 -0.84
H 2.596 -1.722 -6.158 -0.09 0.39 -0.47
H 2.666 -3.920 -5.218 0.31 0.40 0.25
H 0.978 -4.122 -5.583 -0.03 -0.12 -0.05
H 0.837 -2.573 -2.327 0.18 0.11 -0.09
H 1.852 -3.935 -2.820 -0.08 -0.15 -0.17
H 0.081 -3.814 -3.306 0.27 -0.50 0.33
H 3.106 -2.504 -8.230 -0.32 0.30 -0.09
H 2.972 -3.881 -7.491 -0.24 -0.13 -0.04
C 7.113 -5.927 1.022 0.39 0.88 -1.00
C 6.443 -4.705 1.683 -0.66 -1.09 0.53
C 5.379 -4.012 0.829 0.54 -0.60 -0.35
O 5.113 -2.724 1.339 0.76 -0.03 -0.70
C 4.734 -1.808 0.310 -0.61 0.16 1.09
N 5.749 -5.198 2.918 0.86 0.77 0.04
H 7.388 -6.713 1.722 -0.45 -0.13 0.04
H 8.068 -5.649 0.565 -0.03 0.25 0.08
H 6.542 -6.284 0.163 -0.29 -0.44 0.36
H 7.214 -3.967 1.915 -0.06 0.08 0.11
H 4.465 -4.614 0.785 -0.04 -0.10 0.26
H 5.749 -4.027 -0.205 0.08 0.64 -0.07
H 5.371 -1.858 -0.574 -0.04 -0.27 -0.08
H 4.815 -0.804 0.732 0.04 -0.05 -0.01
H 3.673 -1.989 0.109 0.04 0.11 -0.61
H 6.322 -5.930 3.325 -0.03 0.02 0.10
H 5.824 -4.418 3.569 -0.44 -0.17 0.22
C -2.606 -4.161 4.058 0.39 -0.31 1.06
C -2.181 -5.623 3.930 -0.34 -0.16 -1.59
C -3.057 -6.655 4.679 0.29 1.04 -0.67
O -2.583 -7.932 4.297 0.06 -0.29 0.66
C -3.497 -8.952 4.627 -0.69 -0.08 0.71
N -2.230 -5.980 2.476 -0.25 0.33 0.80
H -3.641 -3.964 3.770 0.03 -0.21 -0.33
H -1.909 -3.545 3.490 -0.20 0.08 -0.17
H -2.537 -3.839 5.102 0.06 0.03 0.02
H -1.107 -5.742 4.092 -0.18 -0.02 1.04
H -4.085 -6.542 4.310 -0.09 0.10 -0.07
H -3.105 -6.442 5.752 0.35 -0.53 0.21
H -3.814 -8.866 5.672 0.06 0.09 0.07
H -3.089 -9.956 4.538 0.46 0.23 -0.37
H -4.416 -8.895 4.034 0.08 0.09 -0.22
H -2.201 -6.994 2.540 -0.09 -0.04 -0.80
H -3.162 -5.699 2.179 0.02 -0.34 -0.31
C -3.392 0.073 6.321 0.09 -0.18 0.17
C -3.104 0.641 4.950 0.27 1.18 -1.10
C -4.207 0.371 3.910 0.21 0.10 0.50
O -3.832 0.868 2.641 0.85 -0.53 0.07
C -4.622 0.411 1.561 -0.58 1.12 0.39
N -2.854 2.109 5.023 -0.28 -0.54 0.15
H -3.809 -0.935 6.275 -0.06 0.02 -0.09
H -4.084 0.704 6.883 -0.15 0.00 -0.13
H -2.486 0.009 6.923 0.08 0.10 -0.10
H -2.177 0.249 4.520 -0.04 -0.40 0.18
H -5.083 0.955 4.215 -0.44 -0.57 0.21
H -4.353 -0.713 3.873 -0.47 0.00 -0.10
H -5.620 0.857 1.662 -0.13 -0.13 -0.13
H -4.762 -0.669 1.491 0.45 -0.10 0.05
H -4.170 0.861 0.678 0.03 -0.40 -0.19
H -3.614 2.514 5.565 0.06 0.14 -0.01
H -2.978 2.452 4.074 0.14 0.20 0.05
C -3.835 6.035 7.361 1.42 -0.55 0.26
C -3.195 6.677 6.135 -0.11 0.63 -0.16
C -1.906 5.938 5.759 -0.74 -0.25 -0.17
O -1.158 6.770 4.900 0.44 -0.10 0.11
C -0.026 6.167 4.269 -0.68 0.35 0.65
N -4.162 6.793 5.041 -0.34 -0.32 -0.10
H -4.826 6.382 7.633 -0.09 -0.02 -0.29
H -3.146 6.235 8.189 -0.27 0.21 0.18
H -3.750 4.945 7.289 -0.67 -0.07 -0.17
H -2.904 7.682 6.454 0.02 0.12 -0.30
H -2.241 5.028 5.242 0.28 -0.16 -0.16
H -1.346 5.608 6.640 0.24 0.25 0.07
H 0.789 5.907 4.952 -0.16 0.02 0.34
H 0.346 6.963 3.629 0.08 -0.36 -0.52
H -0.352 5.247 3.780 0.20 0.08 -0.48
H -3.842 7.029 4.092 0.18 -0.11 0.89
H -4.644 5.906 4.928 -0.07 0.03 0.10
C -3.234 0.155 -2.886 -0.66 0.77 -1.17
C -3.285 -1.169 -3.638 1.10 0.77 0.90
C -2.747 -0.945 -5.042 -0.56 -0.96 -0.61
O -3.662 -0.151 -5.783 0.60 0.41 0.28
C -3.170 0.127 -7.080 -0.02 -0.76 0.04
N -2.345 -2.056 -2.903 -0.41 -0.33 -0.60
H -3.840 0.873 -3.452 0.00 0.20 0.43
H -2.204 0.518 -2.950 0.03 0.11 0.24
H -3.553 0.113 -1.846 -0.09 -0.17 -0.02
H -4.312 -1.524 -3.712 0.15 -0.46 0.18
H -2.675 -1.908 -5.564 0.02 -0.19 0.14
H -1.717 -0.568 -5.058 -0.06 0.50 0.27
H -4.022 0.457 -7.667 0.16 0.24 -0.11
H -2.767 -0.796 -7.519 -0.17 -0.08 -0.15
H -2.332 0.829 -7.105 -0.20 0.34 0.24
H -1.594 -1.425 -2.644 0.36 -0.30 -0.03
H -2.751 -2.318 -2.012 -0.27 -0.07 -0.16
C 2.470 1.206 4.091 -0.44 -0.13 -0.01
C 3.644 1.076 3.166 1.96 0.10 -0.06
C 3.746 2.130 2.043 -1.39 -0.79 0.45
O 4.677 1.647 1.106 -0.07 -0.14 -0.12
C 4.865 2.457 -0.039 0.89 0.76 0.91
N 4.911 0.943 3.932 -0.08 0.22 -0.34
H 1.611 0.771 3.578 -0.25 0.33 0.15
H 2.266 2.238 4.383 -0.03 0.00 -0.01
H 2.615 0.625 5.002 0.22 -0.02 -0.04
H 3.555 0.146 2.596 -0.08 -0.15 0.15
H 3.966 3.152 2.371 0.23 0.00 0.18
H 2.716 2.104 1.660 0.10 0.43 -0.66
H 3.976 2.615 -0.648 0.01 -0.34 -0.08
H 5.727 2.042 -0.559 -0.41 -0.32 -0.43
H 5.244 3.438 0.282 -0.30 0.19 0.02
H 5.668 1.077 3.267 0.07 -0.25 0.04
H 5.020 1.713 4.587 -0.26 0.02 0.04
C 1.901 5.512 0.527 -0.03 0.32 0.59
C 1.259 6.731 -0.147 0.54 -0.38 -0.76
C 1.713 8.074 0.417 -0.13 -0.75 0.37
O 3.086 8.250 0.162 -0.20 0.15 -0.09
C 3.627 9.395 0.792 0.69 -0.76 -0.58
N 1.539 6.661 -1.600 -0.07 0.01 0.53
H 1.640 4.571 0.039 -0.43 0.07 -0.01
H 1.572 5.483 1.573 0.28 -0.26 0.05
H 2.990 5.540 0.463 0.04 0.31 0.20
H 0.180 6.697 0.044 -0.03 -0.09 -0.28
H 1.535 8.052 1.500 0.04 0.09 0.15
H 1.084 8.875 0.014 0.21 0.13 -0.25
H 4.677 9.404 0.492 -0.02 0.16 0.02
H 3.619 9.259 1.877 -0.37 0.45 0.07
H 3.164 10.306 0.408 -0.19 0.11 0.44
H 1.524 5.667 -1.851 -0.26 0.35 -0.29
H 2.527 6.889 -1.699 -0.08 0.27 -0.04
C -1.343 -1.552 0.190 0.08 1.12 0.58
C -0.371 -0.364 0.334 1.53 0.18 -0.39
C -0.754 0.743 1.323 -1.27 -0.48 1.04
O 0.325 1.599 1.600 0.77 -0.34 -0.82
C 0.063 2.663 2.469 -1.06 0.11 -0.11
N 0.952 -0.930 0.665 -0.33 -0.06 0.20
H -2.267 -1.159 -0.235 -0.22 -0.39 0.09
H -1.516 -2.007 1.170 -0.22 0.28 0.15
H -0.938 -2.376 -0.396 0.17 0.36 -0.41
H -0.205 0.179 -0.605 -0.38 -0.31 -0.39
H -1.084 0.273 2.263 0.09 -0.08 0.13
H -1.622 1.339 1.015 0.00 -0.09 -0.35
H -0.513 3.462 1.980 0.22 0.07 -0.26
H 1.019 3.041 2.811 -0.09 0.15 0.11
H -0.588 2.353 3.297 0.38 -0.15 0.31
H 0.795 -1.508 1.494 0.36 0.19 -0.13
H 1.556 -0.174 0.980 0.02 -0.06 -0.08
C -2.694 6.176 0.521 -0.52 -0.95 -1.75
C -2.540 7.608 0.996 -0.08 -0.61 1.92
C -3.343 8.667 0.275 0.77 0.39 0.13
O -3.101 9.934 0.884 0.61 -0.14 0.28
C -3.693 10.987 0.181 -0.96 -0.14 -0.68
N -3.028 7.570 2.400 -0.04 0.12 0.15
H -3.702 5.898 0.192 -0.32 0.35 0.65
H -2.389 5.430 1.256 0.01 0.33 0.35
H -2.170 5.876 -0.396 0.57 0.69 0.08
H -1.461 7.786 1.052 -0.06 0.68 -0.59
H -4.407 8.463 0.419 -0.12 -0.34 -0.51
H -3.006 8.719 -0.763 -0.45 -0.13 -0.24
H -4.763 10.785 0.028 -0.08 0.07 0.18
H -3.306 11.104 -0.838 0.39 0.00 0.11
H -3.611 11.929 0.717 0.28 -0.14 0.19
H -2.300 7.202 3.000 0.14 -0.13 0.02
H -3.237 8.480 2.801 0.17 0.25 -0.51
C 3.753 0.552 -5.624 -0.53 0.97 0.06
C 4.699 1.395 -4.748 0.75 -1.81 -1.15
C 4.538 0.830 -3.343 0.07 1.41 0.57
O 3.420 1.504 -2.762 -0.17 -0.45 -0.11
C 2.550 0.656 -2.014 0.24 0.48 -0.55
N 6.080 1.181 -5.235 0.14 0.20 0.26
H 2.729 0.699 -5.266 -0.10 -0.30 -0.14
H 4.027 -0.499 -5.555 0.04 0.01 0.17
H 3.785 0.820 -6.683 0.03 0.18 0.04
H 4.520 2.465 -4.831 -0.31 -0.02 0.39
H 5.391 1.042 -2.690 0.24 -0.09 -0.26
H 4.407 -0.254 -3.403 -0.21 -0.02 0.11
H 3.057 0.214 -1.153 -0.06 -0.15 -0.03
H 2.159 -0.095 -2.708 -0.17 -0.27 0.39
H 1.750 1.314 -1.671 -0.10 -0.22 0.16
H 6.095 1.403 -6.225 0.11 0.11 0.03
H 6.313 0.192 -5.198 -0.04 -0.01 0.13
```
Forces are in eV/Å.

Summary:
HOMO-LUMO gap ... 8.82 eV
E_tot ... -4353.27529 Eh